Below is C3H5NO3 in the gas phase, with properties calculated with the ωB97M-V functional and the def2-TZVPD basis.

Element x y z (Å)
N (1.81230, 0.16287, 0.17274)
C (0.74458, -0.66213, 0.41079)
O (0.60750, -1.32691, 1.41613)
C (-0.25635, -0.78170, -0.74688)
O (-1.55101, -0.24401, -0.44144)
C (-1.61920, 0.90934, 0.22602)
O (-0.68613, 1.56152, 0.61571)
H (1.63989, 0.94167, -0.44768)
H (2.30733, 0.42651, 1.01499)
H (0.11527, -0.33097, -1.67344)
H (-0.44284, -1.84297, -0.91550)
H (-2.67134, 1.18677, 0.36856)

Computed properties:
* E_HOMO: -0.371 Ha
* multiplicity: 1
* Kohn-Sham gap: 10.87 eV
* LUMO level: 0.029 Ha
* SMILES: NC(=O)COC=O
* molar mass: 103.077 g/mol
* ΔE to the lowest compared entry with this formula, charge and spin: 19.39 kcal per mole